# 1
The following is a DFT calculation (ωB97M-V with the def2-TZVPD basis set) of an isolated molecule of C24H30N4O.

## Properties
* maximum force: 0.69 eV Å⁻¹
* charge: 0
* SMILES string: Cc1ccc(CN2CCN(Cc3nc4ccccc4nc3C)C[C@@H]2CCO)cc1
* spin multiplicity: 1
* energy above the lowest of the compared OMol25 structures with the same formula, charge and spin: 0.0 kJ/mol

Geometry as XYZ:
```
59
Properties=species:S:1:pos:R:3:nbo_charge:R:1
C 6.124 2.679 0.301 -0.626
C 4.850 1.987 -0.080 -0.020
C 4.857 0.636 -0.411 -0.209
C 3.691 -0.018 -0.758 -0.193
C 2.479 0.664 -0.777 -0.062
C 2.469 2.012 -0.449 -0.158
C 3.641 2.665 -0.106 -0.223
H 3.611 3.717 0.143 0.205
H 1.537 2.560 -0.463 0.203
C 1.213 -0.059 -1.148 -0.237
N 0.798 -0.997 -0.100 -0.474
C 0.561 -0.263 1.136 -0.249
C 0.169 -1.216 2.263 -0.215
N -1.025 -1.972 1.972 -0.436
C -0.880 -2.634 0.696 -0.232
H -1.835 -3.084 0.423 0.217
C -0.403 -1.755 -0.481 -0.065
C -0.178 -2.653 -1.711 -0.435
H 0.011 -2.033 -2.589 0.208
H -1.105 -3.200 -1.896 0.217
C 0.959 -3.672 -1.567 -0.059
O 2.197 -3.096 -1.244 -0.754
H 2.025 -2.441 -0.543 0.493
H 1.100 -4.191 -2.520 0.179
H 0.688 -4.429 -0.815 0.149
H -1.213 -1.051 -0.743 0.189
H -0.146 -3.430 0.854 0.196
C -2.307 -1.369 2.281 -0.248
C -2.763 -0.232 1.394 0.174
N -3.282 -0.583 0.244 -0.390
C -3.646 0.378 -0.630 0.078
C -4.182 0.029 -1.884 -0.184
C -4.523 1.014 -2.769 -0.207
C -4.345 2.369 -2.442 -0.202
C -3.830 2.738 -1.230 -0.214
C -3.474 1.746 -0.296 0.182
N -2.990 2.092 0.916 -0.410
C -2.645 1.147 1.752 0.203
C -2.162 1.599 3.094 -0.654
H -2.783 1.177 3.883 0.223
H -2.220 2.683 3.136 0.243
H -1.133 1.291 3.265 0.221
H -3.687 3.772 -0.959 0.226
H -4.621 3.124 -3.164 0.217
H -4.933 0.756 -3.734 0.217
H -4.305 -1.018 -2.116 0.224
H -2.267 -1.045 3.323 0.203
H -3.052 -2.166 2.191 0.221
H 0.038 -0.668 3.198 0.198
H 0.982 -1.938 2.402 0.201
H 1.486 0.255 1.403 0.223
H -0.228 0.498 0.993 0.163
H 1.402 -0.627 -2.059 0.221
H 0.410 0.673 -1.352 0.176
H 3.718 -1.064 -1.025 0.226
H 5.792 0.093 -0.402 0.209
H 5.976 3.753 0.381 0.213
H 6.899 2.486 -0.439 0.219
H 6.482 2.308 1.261 0.219
```



# 2
The following is a DFT calculation (ωB97M-V with the def2-TZVPD basis set) of a cluster of 7 separate species, C30H45N10OP2S in total.

## Properties
* maximum force: 2.21 eV Å⁻¹
* charge: +1
* spin multiplicity: 1
* energy above the lowest of the compared OMol25 structures with the same formula, charge and spin: 56.3 kJ/mol

Geometry as XYZ:
```
89
Properties=species:S:1:pos:R:3:lowdin_charge:R:1
N 1.260 -1.626 -2.130 -0.267
P -0.194 -2.128 -2.404 0.745
C -0.727 -3.498 -1.323 -0.283
C -0.306 -4.779 -1.347 -0.422
P 0.909 -5.518 -2.490 0.353
S 0.377 -7.268 -3.107 0.185
N -0.960 -5.457 -0.391 0.137
C -1.795 -4.642 0.257 0.004
N -1.657 -3.465 -0.303 -0.023
C -2.464 -2.281 0.134 -0.023
C -3.935 -2.475 -0.341 -0.347
O -4.704 -2.916 0.765 -0.012
C -4.510 -1.228 -1.036 -0.207
N -4.212 -1.208 -2.468 0.023
H 1.203 -0.638 -1.904 -0.040
H -1.131 -1.087 -2.259 0.006
H -0.307 -2.638 -3.713 0.018
H 2.130 -5.481 -1.791 0.007
H 0.911 -4.647 -3.597 -0.013
H -0.826 -6.444 -0.212 0.176
H -2.460 -4.900 1.055 0.179
H -2.011 -1.386 -0.269 0.092
H -2.412 -2.289 1.215 0.130
H -3.954 -3.281 -1.067 0.141
H -4.494 -2.394 1.543 0.098
H -4.196 -0.300 -0.565 0.119
H -5.589 -1.316 -0.965 0.125
H -3.215 -1.158 -2.636 0.022
H -4.527 -2.064 -2.909 0.076
N -0.798 2.353 -0.597 0.016
C -0.625 1.359 0.324 -0.152
C -1.661 1.427 1.220 -0.116
C -2.496 2.505 0.818 -0.113
C -1.938 3.055 -0.306 -0.124
H -0.182 2.536 -1.367 0.113
H 0.219 0.690 0.268 0.095
H -1.803 0.777 2.068 0.087
H -3.400 2.837 1.301 0.085
H -2.251 3.882 -0.920 0.112
N -3.774 5.540 2.659 0.002
C -3.604 4.538 3.575 -0.163
C -4.641 4.602 4.466 -0.110
C -5.473 5.684 4.069 -0.108
C -4.913 6.241 2.952 -0.138
H -3.157 5.732 1.892 0.138
H -2.761 3.871 3.514 0.097
H -4.788 3.948 5.309 0.089
H -6.378 6.015 4.550 0.092
H -5.223 7.072 2.343 0.106
N 0.632 -0.736 4.677 0.009
C 0.661 -1.281 3.422 -0.162
C 1.757 -0.777 2.769 -0.115
C 2.415 0.104 3.666 -0.109
C 1.698 0.106 4.833 -0.138
H -0.062 -0.923 5.375 0.145
H -0.098 -1.977 3.105 0.087
H 2.055 -1.014 1.761 0.087
H 3.310 0.670 3.473 0.096
H 1.853 0.634 5.758 0.112
N 1.078 2.904 -3.883 -0.001
C 2.218 2.601 -4.576 -0.125
C 1.988 1.455 -5.286 -0.099
C 0.655 1.046 -5.014 -0.120
C 0.116 1.959 -4.145 -0.167
H 0.966 3.699 -3.282 0.140
H 3.089 3.228 -4.508 0.113
H 2.695 0.966 -5.934 0.097
H 0.150 0.183 -5.417 0.086
H -0.863 2.023 -3.698 0.098
N 3.747 3.785 4.960 0.005
C 4.486 4.893 4.643 -0.138
C 3.915 5.478 3.546 -0.111
C 2.784 4.694 3.188 -0.112
C 2.706 3.658 4.080 -0.153
H 3.941 3.162 5.722 0.141
H 5.349 5.168 5.224 0.107
H 4.267 6.369 3.054 0.090
H 2.106 4.871 2.370 0.085
H 2.004 2.847 4.164 0.084
N 4.179 -4.208 -3.414 -0.014
C 5.334 -3.476 -3.472 -0.134
C 6.316 -4.285 -3.976 -0.100
C 5.732 -5.554 -4.238 -0.101
C 4.414 -5.478 -3.885 -0.157
H 3.299 -3.865 -3.080 0.082
H 5.356 -2.449 -3.150 0.109
H 7.340 -3.999 -4.141 0.095
H 6.225 -6.422 -4.641 0.096
H 3.625 -6.213 -3.927 0.084
```



# 3
The following is a DFT calculation (ωB97M-V with the def2-TZVPD basis set) of an isolated molecule of C18H20N2O5.

## Properties
* maximum force: 0.68 eV Å⁻¹
* charge: 0
* SMILES string: COc1ccc([C@H](CC(=O)O)NC(=O)Nc2ccccc2)cc1OC
* spin multiplicity: 1
* energy above the lowest of the compared OMol25 structures with the same formula, charge and spin: 61.7 kJ/mol

Geometry as XYZ:
```
45
Properties=species:S:1:pos:R:3:nbo_charge:R:1
C -3.895 3.542 1.111 -0.250
H -3.842 3.203 2.151 0.174
O -4.017 2.464 0.219 -0.480
C -3.011 1.547 0.171 0.267
C -1.865 1.577 0.945 -0.307
C -0.901 0.584 0.823 -0.178
C -1.065 -0.445 -0.085 -0.088
C -2.213 -0.479 -0.872 -0.239
C -3.190 0.492 -0.754 0.268
O -4.346 0.526 -1.467 -0.480
C -4.588 -0.511 -2.388 -0.253
H -5.566 -0.298 -2.817 0.200
H -3.837 -0.525 -3.184 0.178
H -4.612 -1.489 -1.895 0.181
H -2.330 -1.292 -1.569 0.227
C -0.048 -1.556 -0.212 -0.052
N 1.296 -1.054 -0.394 -0.643
C 1.923 -1.151 -1.599 0.797
O 1.478 -1.755 -2.551 -0.646
N 3.138 -0.500 -1.694 -0.632
C 3.934 0.097 -0.720 0.149
C 4.729 1.185 -1.081 -0.246
C 5.546 1.798 -0.150 -0.185
C 5.588 1.336 1.155 -0.238
C 4.822 0.240 1.513 -0.204
C 4.006 -0.384 0.587 -0.232
H 3.453 -1.268 0.868 0.218
H 4.868 -0.145 2.522 0.214
H 6.222 1.818 1.883 0.215
H 6.152 2.641 -0.446 0.216
H 4.700 1.545 -2.099 0.213
H 3.465 -0.422 -2.647 0.413
H 1.599 -0.330 0.239 0.401
H -0.274 -2.161 -1.096 0.259
C -0.103 -2.459 1.036 -0.512
H 0.192 -1.907 1.929 0.224
C -1.502 -2.986 1.230 0.804
O -2.185 -3.494 0.385 -0.597
O -1.923 -2.818 2.490 -0.684
H -2.826 -3.157 2.596 0.497
H 0.571 -3.306 0.895 0.245
H -0.026 0.631 1.456 0.192
H -1.707 2.369 1.659 0.219
H -4.795 4.139 0.974 0.201
H -3.017 4.157 0.885 0.174
```



Number 1: total energy -33383.1511 eV, gap between HOMO and LUMO 8.1 eV, lowest unoccupied orbital energy -0.165 eV. Number 2: total energy -78191.5396 eV, gap between HOMO and LUMO 6.3 eV, lowest unoccupied orbital energy -3.425 eV. Number 3: total energy -32209.0149 eV, gap between HOMO and LUMO 8.7 eV, lowest unoccupied orbital energy 0.607 eV.